{
  "formula": "C2H8N2O",
  "method": "ωB97M-V with the def2-TZVPD basis set",
  "de_lowest_kj_mol": 950.0,
  "mol_weight_g_mol": 76.10,
  "elements": ["C", "N", "C", "N", "H", "H", "H", "H", "H", "H", "H", "H", "O"],
  "positions_angstrom": [[3.820123, -1.536057, -0.488968], [-3.457755, -0.638843, 0.586350], [-3.282089, 0.588122, 0.145841], [-2.354709, 1.055264, -0.646083], [4.442997, -2.391921, -0.234997], [4.100793, -1.286218, -1.517992], [3.761333, -0.436712, 0.115912], [2.787063, -1.893299, -0.542163], [-2.875401, -1.250372, 0.009294], [-3.881487, 1.357177, 0.669592], [4.069511, 1.158263, 1.048159], [-2.584744, 1.956305, -1.016129], [3.478197, 0.727442, 0.441664]],
  "forces_ev_per_a": [[-0.3704, -1.9229, -2.0742], [0.2617, 0.1122, -0.6452], [-0.6641, 1.1085, 1.8810], [0.8988, -1.5698, -1.0890], [0.3197, 0.4905, 0.9424], [0.0634, 0.6255, 0.2782], [0.2064, 0.8485, 0.6602], [-0.0988, 0.4686, 0.4930], [0.1707, -0.1632, 0.0546], [-0.3590, -0.3739, -0.3244], [1.0184, -0.1595, 0.6361], [-0.1521, 0.8661, 0.1275], [-1.2947, -0.3307, -0.9402]]
}



{
  "formula": "C42H71N3O16",
  "method": "ωB97M-V with the def2-TZVPD basis set",
  "smiles": "[H]/N=C/CC1=C(OC#N)C(=O)C=C(CCC(=O)Nc2ccccc2)C1=O.COCCOCCOC.COCCOCCOC.COCCOCCOC.COCCOCCOC",
  "mol_weight_g_mol": 874.03,
  "elements": ["H", "N", "C", "C", "C", "C", "O", "C", "N", "C", "O", "C", "C", "C", "C", "C", "O", "N", "C", "C", "C", "C", "C", "C", "C", "O", "H", "H", "H", "H", "H", "H", "H", "H", "H", "H", "H", "H", "H", "H", "C", "O", "C", "C", "O", "C", "C", "O", "C", "H", "H", "H", "H", "H", "H", "H", "H", "H", "H", "H", "H", "H", "H", "C", "O", "C", "C", "O", "C", "C", "O", "C", "H", "H", "H", "H", "H", "H", "H", "H", "H", "H", "H", "H", "H", "H", "C", "O", "C", "C", "O", "C", "C", "O", "C", "H", "H", "H", "H", "H", "H", "H", "H", "H", "H", "H", "H", "H", "H", "C", "O", "C", "C", "O", "C", "C", "O", "C", "H", "H", "H", "H", "H", "H", "H", "H", "H", "H", "H", "H", "H", "H"],
  "positions_angstrom": [[-3.059464, -5.510671, -4.438441], [-3.050660, -4.718494, -3.799589], [-4.018209, -4.768080, -2.990692], [-4.230174, -3.721353, -1.912965], [-2.965201, -2.941775, -1.684116], [-2.870092, -1.624629, -1.649019], [-4.021449, -0.805111, -1.802360], [-4.200021, -0.641030, -3.085919], [-4.371353, -0.610526, -4.236517], [-1.484404, -1.015339, -1.444876], [-1.272677, -0.047419, -0.759482], [-0.385958, -1.778269, -2.160824], [-0.461140, -3.107490, -2.188783], [0.582750, -3.933223, -2.926605], [1.591730, -4.655049, -2.019516], [1.009474, -5.846947, -1.274109], [0.169258, -6.519981, -1.832620], [1.442369, -6.250483, 0.020843], [1.079314, -5.352415, 1.079070], [1.539350, -4.063281, 1.220580], [1.182830, -3.255755, 2.282829], [0.343164, -3.728156, 3.269254], [-0.128670, -5.023578, 3.124325], [0.221067, -5.823142, 2.072197], [-1.661494, -3.710402, -1.470086], [-1.617132, -4.677224, -0.755436], [-4.742721, -5.593910, -3.074584], [-4.502333, -4.272786, -1.000289], [-5.082194, -3.074142, -2.151027], [0.424841, -1.260237, -2.669861], [0.067535, -4.593130, -3.633431], [1.158755, -3.219540, -3.532431], [2.382075, -5.060559, -2.671090], [2.078572, -3.903177, -1.394028], [0.944818, -7.114297, 0.215863], [2.230597, -3.635589, 0.500362], [1.609036, -2.257253, 2.339567], [0.087731, -3.096285, 4.113623], [-0.773814, -5.391647, 3.920865], [-0.170129, -6.837711, 2.011659], [3.852347, -1.689146, 8.730707], [2.902303, -2.634088, 9.180951], [1.568879, -2.277994, 8.852485], [0.737138, -3.505180, 8.537086], [1.025718, -4.112601, 7.283988], [2.274825, -4.790365, 7.164281], [2.372291, -6.066113, 7.976750], [2.539784, -5.784125, 9.359143], [1.887528, -6.713985, 10.196802], [3.806720, -0.776162, 9.334289], [4.842230, -2.131476, 8.835110], [3.697872, -1.447208, 7.674069], [1.545292, -1.595088, 7.996244], [1.135576, -1.767256, 9.723017], [-0.305098, -3.183475, 8.462820], [0.777669, -4.235846, 9.345470], [3.106500, -4.116893, 7.372760], [2.354327, -5.061886, 6.108522], [3.250306, -6.635239, 7.646670], [1.472197, -6.668421, 7.809766], [0.834717, -6.828695, 9.914712], [1.926202, -6.328547, 11.214914], [2.392380, -7.685286, 10.163475], [4.107601, -2.422248, 11.934588], [5.150771, -1.723786, 12.586129], [4.894111, -1.482013, 13.958761], [6.168516, -1.554423, 14.776186], [6.676607, -2.869020, 14.964715], [7.242557, -3.528058, 13.838571], [8.557973, -2.945714, 13.360622], [8.357319, -1.723504, 12.666312], [9.391869, -0.788678, 12.881526], [3.239716, -1.769707, 11.791427], [4.471683, -2.741849, 10.965868], [3.817627, -3.315546, 12.498971], [4.170098, -2.203003, 14.354680], [4.470918, -0.472255, 14.046672], [5.932688, -1.194649, 15.781200], [6.937104, -0.888782, 14.381516], [6.520975, -3.602905, 13.024123], [7.439469, -4.548724, 14.176102], [9.029584, -3.649716, 12.663296], [9.219769, -2.798824, 14.221705], [9.573437, -0.640256, 13.952098], [9.074208, 0.162318, 12.455985], [10.314101, -1.111208, 12.386225], [-2.826852, 2.539783, -5.680844], [-3.689090, 2.624864, -6.794060], [-4.950993, 2.011575, -6.571552], [-6.057802, 2.769157, -7.277070], [-6.404810, 4.011467, -6.675302], [-5.473358, 5.079958, -6.777976], [-5.315963, 5.649724, -8.173979], [-4.557058, 4.780361, -9.001610], [-4.991446, 4.775371, -10.343539], [-2.456075, 1.516925, -5.556138], [-1.981927, 3.204115, -5.861420], [-3.329472, 2.868100, -4.764278], [-5.176362, 1.955520, -5.501826], [-4.900033, 0.992510, -6.973182], [-6.962648, 2.159544, -7.211640], [-5.845108, 2.894283, -8.339618], [-4.509020, 4.802431, -6.350351], [-5.879388, 5.872832, -6.144585], [-4.777283, 6.604215, -8.113436], [-6.308354, 5.826680, -8.603840], [-6.068967, 4.586721, -10.408909], [-4.473744, 3.967936, -10.860106], [-4.745846, 5.727299, -10.828045], [-3.014547, 12.100818, -13.078228], [-3.244275, 10.768024, -12.677243], [-4.207351, 10.100068, -13.476371], [-3.860934, 8.633962, -13.644317], [-2.767163, 8.378776, -14.515903], [-1.465051, 8.735850, -14.068209], [-0.932887, 7.883588, -12.933586], [-1.555779, 8.221190, -11.704172], [-1.754388, 7.106900, -10.859841], [-3.866347, 12.737000, -12.813940], [-2.129530, 12.459339, -12.554081], [-2.822164, 12.163170, -14.154850], [-4.288145, 10.566982, -14.464300], [-5.176762, 10.181250, -12.967230], [-4.719032, 8.148793, -14.116964], [-3.718640, 8.142154, -12.680984], [-1.409868, 9.798299, -13.827898], [-0.814172, 8.576931, -14.931609], [0.143595, 8.065563, -12.821681], [-1.093040, 6.826204, -13.173071], [-2.274271, 6.301054, -11.390104], [-2.381921, 7.424893, -10.028188], [-0.798114, 6.745537, -10.467571]],
  "forces_ev_per_a": [[-0.0102, 0.0569, -0.0041], [0.3149, 0.2731, 0.2949], [-0.3672, -0.2622, -0.4695], [0.2465, -0.6422, 0.2150], [-0.1333, -0.2613, -0.0481], [0.7376, -0.3712, 0.3639], [0.6170, 0.2180, -0.4165], [-0.4920, -0.1326, -1.1984], [0.1770, 0.2238, 1.4228], [0.1955, 0.2919, -0.2826], [-0.2743, 0.0023, -0.3503], [-0.7424, -0.1376, 0.2078], [0.0991, -0.1519, -0.1155], [-0.3292, 0.2539, 0.1793], [0.2361, 0.0963, -0.0307], [-0.8924, -0.6097, -0.3246], [0.6464, -0.0990, -0.1289], [-0.3871, 1.0094, -0.2222], [-0.0648, -0.2784, 0.5315], [0.8806, 0.6035, -0.8393], [0.0904, 0.3424, 0.1969], [0.1536, 0.2165, -0.2445], [-0.5814, 0.2758, 1.4408], [0.0664, -0.5872, -0.4840], [0.1099, 0.1380, -0.4274], [-0.1278, 0.2320, -0.1353], [-0.0669, 0.3848, 0.3742], [0.1043, 0.2054, -0.0625], [0.2057, -0.1149, -0.0458], [-0.1631, 0.2218, 0.4200], [0.1656, -0.1587, 0.3385], [-0.1422, -0.1525, 0.1226], [-0.1559, -0.0440, 0.2463], [-0.0962, -0.3211, 0.0594], [0.1849, -0.1113, -0.3064], [-0.0447, -0.2107, 0.1097], [-0.1231, -0.1191, -0.0031], [-0.0785, -0.2531, -0.0339], [0.0351, -0.1851, -0.2929], [0.0345, 0.1588, -0.0116], [-0.0673, -0.0794, 0.1273], [0.0276, 0.0219, -0.5299], [0.0871, -0.1868, 0.2991], [-0.2229, 0.0132, -0.0457], [0.1473, -0.0093, 0.0508], [-0.0582, 0.0123, -0.1720], [0.2831, 0.1566, 0.1741], [-0.3312, 0.0590, 0.0183], [0.1992, 0.1039, -0.0303], [0.0545, 0.0855, -0.1039], [-0.0174, 0.0049, 0.0673], [-0.0320, 0.0678, 0.0125], [0.0176, -0.0211, -0.0160], [-0.1824, 0.0829, -0.1178], [0.0292, 0.0462, -0.0832], [0.2193, 0.0616, 0.0680], [0.0210, -0.0774, 0.2267], [-0.1339, -0.0371, 0.0066], [-0.1009, -0.0784, -0.2087], [-0.0018, 0.0101, -0.0022], [0.0135, -0.0935, -0.0227], [0.0850, -0.0021, -0.0150], [-0.1323, -0.0888, 0.0295], [0.1932, 0.1977, 0.1334], [0.0108, -0.3650, 0.1261], [0.1762, 0.2264, -0.2578], [-0.0037, 0.0301, 0.1593], [0.0147, 0.0208, -0.0521], [-0.0326, -0.1240, 0.0345], [-0.1609, 0.0785, -0.2881], [-0.0323, 0.1608, 0.3060], [-0.1277, -0.0953, -0.1624], [-0.1096, -0.1307, -0.0154], [0.0249, 0.0315, 0.0201], [-0.0934, 0.0358, 0.0286], [0.0188, -0.0272, -0.0090], [-0.0736, -0.0302, 0.2336], [-0.0382, -0.0909, 0.0128], [-0.0669, -0.0199, -0.2303], [0.0827, 0.1831, -0.1119], [0.0400, 0.0455, 0.0907], [0.0665, -0.1574, 0.1691], [-0.0075, 0.0012, 0.0024], [0.0915, -0.0348, -0.0084], [-0.0069, -0.0476, -0.0711], [0.1029, 0.0705, 0.1056], [0.0467, -0.0663, -0.2065], [-0.0822, 0.2880, 0.2457], [0.1491, 0.0117, -0.3280], [-0.0997, -0.0526, -0.0069], [0.0338, 0.0134, -0.0404], [-0.0406, 0.0432, 0.1210], [0.3239, -0.1053, 0.0159], [-0.2533, -0.1965, -0.0505], [0.1853, 0.0415, 0.1417], [-0.0124, 0.0045, 0.1678], [-0.0026, -0.0337, -0.0797], [-0.0007, -0.0861, 0.0430], [0.0230, -0.0041, 0.0001], [-0.2090, -0.0767, 0.1432], [-0.0046, 0.0360, 0.1001], [0.2258, 0.0189, 0.0221], [0.0966, -0.0514, -0.2059], [-0.0921, -0.0177, -0.0474], [-0.1864, 0.1269, 0.0871], [0.0000, -0.0068, 0.0033], [-0.0154, 0.0926, -0.0448], [0.0760, 0.0437, 0.0326], [-0.1460, -0.0057, -0.1330], [-0.0517, -0.0912, 0.1802], [0.2259, 0.0014, -0.2947], [0.0413, -0.0350, 0.3561], [-0.0749, -0.1132, -0.0740], [0.0023, 0.0374, 0.0472], [0.0614, 0.0080, -0.1210], [-0.0011, 0.2833, 0.2059], [-0.2854, -0.1641, -0.0991], [0.0661, 0.2088, -0.0046], [0.0173, 0.0981, -0.1215], [-0.0474, -0.0286, 0.0734], [-0.0705, 0.0433, -0.0207], [0.0355, -0.0036, -0.0063], [-0.1248, -0.0714, -0.1893], [0.0319, 0.0445, -0.0818], [0.0874, 0.1963, 0.1146], [-0.0313, -0.0312, 0.2253], [-0.0578, -0.0927, -0.0170], [0.0650, -0.1239, -0.2005], [-0.0044, 0.0040, -0.0049], [0.0914, -0.0786, 0.0284], [0.0625, 0.0513, 0.0122], [-0.0553, -0.1719, 0.0174]]
}



| no. | E_tot (a.u.) | LUMO level (eV) | Kohn-Sham gap (Eh) |
| --- | --- | --- | --- |
| 1 | -265.4213 | -5.27 | 0.078 |
| 2 | -3010.6980 | -0.84 | 0.290 |